{
  "formula": "C30H62FN2O11",
  "method": "the ωB97M-V functional and the def2-TZVPD basis",
  "elements": ["F", "O", "O", "O", "O", "O", "O", "O", "O", "O", "O", "O", "N", "N", "C", "C", "C", "C", "C", "C", "C", "C", "C", "C", "C", "C", "C", "C", "C", "C", "C", "C", "C", "C", "C", "C", "C", "C", "C", "C", "C", "C", "C", "C", "H", "H", "H", "H", "H", "H", "H", "H", "H", "H", "H", "H", "H", "H", "H", "H", "H", "H", "H", "H", "H", "H", "H", "H", "H", "H", "H", "H", "H", "H", "H", "H", "H", "H", "H", "H", "H", "H", "H", "H", "H", "H", "H", "H", "H", "H", "H", "H", "H", "H", "H", "H", "H", "H", "H", "H", "H", "H", "H", "H", "H", "H"],
  "coordinates": [[-1.963, -0.148, -0.563], [1.146, -6.724, -1.793], [-3.379, 0.761, -4.771], [6.633, 2.007, 0.860], [3.601, 1.561, 0.859], [-2.990, 3.754, -4.238], [-0.771, 2.296, -5.787], [0.840, -3.546, -1.794], [-2.197, -0.145, 6.051], [-1.514, -5.385, -1.069], [1.516, -2.103, 3.117], [4.866, 4.320, 1.848], [-1.610, -0.465, 4.865], [0.093, -0.738, 1.237], [-1.745, 0.845, 0.551], [-0.762, 0.722, 4.514], [-0.226, 2.790, -7.001], [1.704, -7.742, -0.981], [0.773, 0.366, 5.081], [-0.146, -7.064, -2.296], [-0.536, -4.781, -0.211], [0.729, -2.483, -2.728], [-0.052, -3.407, -0.688], [-1.802, 3.120, -3.743], [5.108, 5.010, 3.064], [2.933, 1.040, -0.276], [6.085, 3.109, 0.124], [-3.968, 0.340, 3.922], [-2.738, -0.741, 3.910], [-2.243, -1.067, 2.350], [-0.692, 1.147, 2.946], [5.805, 1.457, 1.893], [-1.169, 2.112, 5.354], [-0.607, 3.204, -4.697], [-4.336, 1.798, -4.986], [4.595, 0.674, 1.372], [-3.184, 1.553, 0.853], [-3.416, -2.183, 4.424], [-3.758, -0.129, -3.736], [-3.637, 3.114, -5.346], [5.963, 4.402, 0.937], [-1.111, 0.006, 1.854], [-1.049, -5.827, -2.351], [0.803, -1.407, 2.197], [6.904, 4.591, 1.466], [1.109, -1.558, -2.291], [6.048, 4.681, 3.519], [-2.952, 2.996, -6.185], [-1.314, 2.159, 2.834], [5.142, 2.833, -0.348], [1.013, -8.037, -0.187], [0.864, 2.819, -6.939], [-4.029, 0.713, 0.805], [-1.540, 3.669, -2.831], [4.295, 4.776, 3.755], [-0.008, -7.462, -3.306], [-4.626, 0.104, 2.953], [-2.284, 2.427, 5.210], [5.130, 6.087, 2.887], [-0.853, 2.050, 6.485], [-4.959, 1.953, -4.096], [-0.624, -7.832, -1.673], [6.794, 3.294, -0.691], [-3.446, 2.282, -0.056], [-3.998, 0.413, -2.817], [-3.237, 2.214, 1.816], [1.970, -8.611, -1.595], [1.328, -2.738, -3.606], [0.955, 0.861, 6.143], [-2.916, -0.796, -3.529], [-4.407, 3.819, -5.679], [-0.910, 1.587, 0.132], [0.816, -0.811, 5.275], [2.303, 1.828, -0.698], [-1.042, -4.640, 0.751], [-0.620, 3.785, -7.230], [-0.917, -2.788, -0.952], [-0.521, 2.113, -7.807], [-1.952, -6.099, -2.909], [-4.690, 0.119, 4.836], [-4.293, -2.473, 3.669], [-0.587, -5.009, -2.903], [6.447, 0.755, 2.437], [1.615, 0.635, 4.314], [-3.874, -2.111, 5.499], [5.515, 2.223, 2.612], [3.645, 0.724, -1.044], [0.306, 2.912, -4.166], [2.613, -7.352, -0.515], [0.430, 1.464, 2.684], [-0.496, 4.234, -5.053], [5.762, 5.241, 0.261], [-2.007, 2.095, -3.433], [0.503, -2.915, 0.118], [0.294, -5.463, -0.023], [-3.655, 1.462, 3.822], [-4.615, -0.734, -4.054], [-0.497, 2.968, 4.864], [-4.975, 1.485, -5.818], [-2.534, -2.976, 4.345], [-0.309, -2.353, -3.050], [4.929, -0.035, 0.602], [-3.211, -1.115, 1.661], [-1.858, -2.197, 2.396], [2.293, 0.198, 0.016], [4.139, 0.114, 2.195]],
  "forces_ev_per_angstrom": [[0.291, 1.957, 2.269], [-0.255, -0.192, 0.364], [-0.138, 0.239, 0.393], [-0.467, 0.202, 0.090], [0.204, -0.092, -0.307], [0.191, -0.406, -0.170], [-0.095, 0.462, -0.174], [-0.393, 0.117, -0.228], [1.399, -1.745, -1.594], [0.444, 0.019, -0.138], [-5.598, 5.472, -7.686], [0.384, -0.049, 0.300], [-3.016, 3.319, 1.023], [3.448, -3.207, 6.732], [0.393, -0.345, -0.154], [3.000, 1.949, 0.767], [-0.175, -0.311, 0.258], [0.148, 0.195, -0.328], [-0.253, -1.174, 0.496], [0.191, 0.592, 0.010], [-0.208, 0.276, -0.127], [0.185, -0.350, 0.173], [0.422, -0.648, -0.049], [0.066, 0.309, -0.133], [-0.243, -0.218, -0.302], [-0.156, 0.027, 0.314], [0.322, 0.095, 0.177], [-0.765, -0.525, -0.712], [-2.360, -2.274, -1.243], [-0.222, -0.574, 1.399], [0.541, 0.376, -0.255], [0.069, -0.275, -0.226], [0.773, 0.365, -0.689], [-0.365, -0.611, 0.059], [0.612, 0.026, -0.211], [0.039, 0.563, 0.161], [-0.402, 0.005, -1.632], [0.302, 0.263, -0.880], [0.097, -0.115, -0.350], [-0.256, -0.002, 0.244], [-0.559, -0.395, -0.161], [-1.776, 0.862, -1.336], [-0.128, -0.269, 0.169], [1.239, -1.403, 1.882], [-0.022, -0.063, 0.030], [-0.087, 0.224, -0.061], [0.062, 0.091, 0.000], [0.054, -0.268, 0.099], [1.074, -2.474, -0.026], [-0.126, 0.133, 0.227], [-0.057, -0.104, 0.009], [0.129, 0.139, -0.130], [1.937, 1.917, 0.421], [-0.044, 0.109, -0.161], [0.028, 0.034, -0.177], [-0.229, -0.084, -0.088], [1.464, 0.491, 2.118], [2.071, -0.732, 0.421], [0.110, 0.148, 0.139], [-0.955, -0.023, -2.380], [0.100, -0.012, -0.043], [0.056, 0.100, -0.008], [0.053, -0.032, 0.194], [0.746, -1.604, 1.911], [-0.076, -0.004, 0.060], [0.240, -1.593, -1.799], [-0.036, -0.096, 0.171], [0.006, -0.022, 0.180], [-0.328, -0.868, -2.435], [-0.080, 0.134, -0.115], [0.019, -0.041, 0.195], [-1.934, -1.606, 0.958], [-0.001, 2.616, -0.541], [0.070, -0.030, 0.157], [-0.095, 0.045, -0.150], [0.088, 0.069, 0.004], [0.019, 0.017, 0.006], [0.056, -0.004, 0.184], [0.023, -0.071, 0.184], [1.822, 0.808, -1.752], [2.001, 0.584, 1.592], [0.260, -0.089, 0.103], [-0.014, -0.005, -0.202], [-1.615, -0.340, 1.579], [1.148, -0.076, -2.082], [-0.244, 0.036, -0.145], [0.027, -0.092, -0.040], [0.029, 0.187, 0.180], [-0.120, 0.032, -0.163], [-2.469, -0.733, 0.621], [-0.062, -0.013, -0.026], [0.220, 0.010, -0.134], [0.111, -0.095, -0.257], [-0.254, -0.082, 0.014], [0.131, 0.140, -0.196], [-0.554, -2.186, 0.501], [-0.040, 0.002, 0.182], [-1.390, -1.805, 1.021], [-0.193, 0.180, -0.027], [-2.103, 1.481, 0.410], [-0.028, 0.123, 0.044], [-0.034, 0.109, 0.040], [2.274, 0.349, 1.456], [-0.380, 2.646, -0.336], [0.043, -0.018, -0.223], [0.171, -0.199, 0.086]],
  "homo_energy_ev": [-8.948, -8.948],
  "spin_multiplicity": 2,
  "e_tot_ev": -60320.6434
}